Entry 1:
{
  "formula": "C2H6PS3",
  "method": "ωB97M-V/def2-TZVPD",
  "elements": ["C", "C", "P", "S", "S", "S", "H", "H", "H", "H", "H", "H"],
  "coordinates": [[-0.47, 1.31, 0.74], [1.21, -0.32, 0.89], [-0.21, -0.24, -0.28], [0.59, 1.02, 2.02], [-0.18, -0.14, -2.28], [-1.36, -1.84, 0.38], [0.33, 2.47, -0.47], [-1.45, 1.88, 0.83], [1.18, -1.30, 1.34], [1.99, 0.08, 0.28], [0.48, -1.25, -2.69], [-2.11, -1.66, -0.75]],
  "lowdin_charge": [-0.730, -0.546, 0.151, 0.863, 0.560, 0.559, 0.213, 0.063, 0.047, 0.048, -0.095, -0.134],
  "homo_energy_ev": -13.012,
  "total_charge": 1,
  "orbital_gap_ev": 8.350,
  "energy_ev": -43955.38073,
  "relative_energy_kcal_mol": 59.4
}



Entry 2:
{
  "formula": "C49H37IN8O2PSn",
  "method": "ωB97M-V/def2-TZVPD",
  "elements": ["Sn", "O", "C", "O", "C", "C", "C", "N", "C", "C", "C", "C", "C", "C", "C", "N", "C", "C", "C", "C", "C", "N", "H", "H", "H", "H", "H", "H", "H", "H", "H", "H", "I", "C", "C", "C", "C", "C", "C", "C", "C", "C", "P", "C", "C", "C", "C", "C", "C", "C", "C", "C", "C", "C", "C", "C", "H", "H", "H", "H", "H", "H", "H", "H", "H", "H", "H", "H", "H", "H", "H", "H", "C", "C", "N", "C", "C", "N", "C", "N", "N", "N", "C", "C", "C", "C", "C", "C", "H", "H", "H", "H", "H", "H", "H", "H", "H", "H", "H"],
  "coordinates": [[-0.37, -0.29, -0.45], [7.18, -2.25, 0.73], [7.22, -2.24, -0.43], [7.23, -2.22, -1.59], [4.66, -0.86, -0.49], [4.06, -0.76, -1.70], [2.68, -0.53, -1.66], [2.05, -0.39, -0.49], [2.69, -0.48, 0.68], [4.06, -0.73, 0.73], [1.88, -0.37, 1.92], [2.46, -0.17, 3.16], [1.65, -0.21, 4.29], [0.29, -0.45, 4.14], [-0.21, -0.59, 2.86], [0.56, -0.54, 1.78], [1.87, -0.39, -2.90], [2.43, -0.39, -4.17], [1.60, -0.19, -5.26], [0.24, 0.00, -5.06], [-0.23, -0.03, -3.77], [0.56, -0.23, -2.71], [4.60, -0.87, -2.63], [4.60, -0.86, 1.66], [3.51, 0.03, 3.27], [2.08, -0.06, 5.27], [-0.36, -0.53, 5.00], [-1.27, -0.75, 2.69], [3.49, -0.53, -4.32], [2.02, -0.19, -6.26], [-0.43, 0.17, -5.89], [-1.29, 0.09, -3.55], [-3.15, 1.06, 1.06], [-3.93, 2.77, 0.08], [-5.29, 2.72, -0.08], [-5.99, 3.85, -0.54], [-5.31, 5.01, -0.72], [-3.91, 5.09, -0.53], [-3.27, 6.34, -0.64], [-1.92, 6.46, -0.49], [-1.15, 5.31, -0.29], [-1.73, 4.06, -0.19], [-0.43, 2.74, -0.19], [0.63, 3.24, 1.21], [1.76, 4.05, 1.09], [2.48, 4.40, 2.22], [2.08, 3.96, 3.47], [0.96, 3.15, 3.60], [0.24, 2.79, 2.48], [0.52, 3.11, -1.69], [-0.09, 3.65, -2.82], [0.66, 3.89, -3.96], [2.01, 3.56, -3.99], [2.61, 2.98, -2.88], [1.87, 2.74, -1.74], [-3.14, 3.91, -0.21], [-5.84, 1.83, 0.18], [-7.05, 3.78, -0.69], [-5.83, 5.92, -1.00], [-3.89, 7.21, -0.82], [-1.44, 7.43, -0.55], [-0.08, 5.41, -0.25], [2.08, 4.41, 0.12], [3.34, 5.04, 2.12], [2.66, 4.23, 4.35], [0.64, 2.82, 4.58], [-0.65, 2.17, 2.58], [-1.14, 3.91, -2.80], [0.19, 4.34, -4.83], [2.60, 3.78, -4.87], [3.66, 2.73, -2.90], [2.33, 2.30, -0.87], [-2.34, -3.22, -1.57], [-1.04, -3.53, -0.90], [-0.11, -2.65, -0.56], [0.93, -3.36, 0.01], [0.62, -4.68, 0.00], [-0.63, -4.77, -0.57], [-1.40, -6.01, -0.67], [-1.43, -6.67, 0.59], [-0.93, -7.93, 0.73], [-1.06, -8.30, 1.93], [-1.65, -7.29, 2.67], [-2.00, -7.22, 4.02], [-2.56, -6.04, 4.46], [-2.78, -4.96, 3.58], [-2.45, -5.02, 2.25], [-1.89, -6.21, 1.80], [-2.30, -2.20, -1.95], [-3.18, -3.30, -0.88], [-2.52, -3.89, -2.41], [1.82, -2.88, 0.36], [1.17, -5.54, 0.34], [-0.93, -6.70, -1.37], [-2.40, -5.78, -1.01], [-1.84, -8.06, 4.67], [-2.84, -5.94, 5.49], [-3.24, -4.06, 3.98], [-2.63, -4.18, 1.58]],
  "lowdin_charge": [1.177, 0.207, -0.420, 0.209, 0.134, 0.043, -0.194, 0.049, -0.212, 0.038, -0.216, 0.034, 0.001, -0.004, -0.135, -0.015, -0.221, 0.031, 0.007, -0.003, -0.110, -0.022, 0.125, 0.128, 0.129, 0.137, 0.132, 0.081, 0.124, 0.135, 0.130, 0.120, 0.992, -0.569, -0.143, -0.032, 0.009, -0.140, 0.020, -0.022, -0.074, -0.288, 1.033, -0.352, -0.081, -0.034, -0.030, -0.059, -0.108, -0.381, -0.066, -0.038, -0.033, -0.054, -0.128, -0.200, 0.097, 0.128, 0.133, 0.136, 0.128, 0.107, 0.107, 0.124, 0.124, 0.119, 0.057, 0.119, 0.124, 0.125, 0.122, 0.097, 0.016, -0.343, -0.035, -0.102, 0.006, 0.015, -0.045, -0.079, 0.071, 0.096, -0.205, 0.016, -0.065, -0.079, -0.028, -0.169, 0.058, 0.099, 0.103, 0.101, 0.147, 0.154, 0.142, 0.128, 0.113, 0.104, 0.091],
  "homo_energy_ev": [-14.667, -14.668],
  "total_charge": 3,
  "orbital_gap_ev": [3.717, 6.199],
  "energy_ev": -90625.94151
}



Entry 3:
{
  "formula": "C2H4N4Se",
  "method": "ωB97M-V/def2-TZVPD",
  "elements": ["C", "C", "N", "N", "N", "N", "Se", "H", "H", "H", "H"],
  "coordinates": [[-1.37, -1.16, 0.01], [1.80, 0.27, 0.35], [-0.41, -1.77, -0.08], [-1.05, 1.37, -1.41], [-0.03, 1.06, -1.01], [1.11, 0.84, -0.80], [-2.92, -0.19, 0.03], [1.83, -0.82, 0.38], [2.85, 0.52, 0.09], [1.45, 0.79, 1.26], [-3.25, -0.91, 1.18]],
  "lowdin_charge": [-0.727, -0.105, 0.088, 0.111, -0.270, 0.004, 0.871, 0.047, 0.078, 0.087, -0.184],
  "homo_energy_ev": -9.532,
  "orbital_gap_ev": 9.918,
  "energy_ev": -73441.82968,
  "relative_energy_kcal_mol": 33.6
}



Which formula does entry 2 have? C49H37IN8O2PSn